Record 1
ORCA calculation (ωB97M-V/def2-TZVPD) on a molecular structure, C31H25ClN4PSSc.

ORCA input file:
```
! RIJCOSX wB97M-V def2-TZVPD def2/J DEFGRID3
* xyz 2 1
C -0.62547 -2.88654 4.37366
C -2.81339 -2.25526 2.22764
H -2.30307 -1.68801 -1.50433
H -6.32892 0.67779 1.97136
C -2.47314 -1.87048 -0.44992
C -5.29784 1.07888 0.13613
C -0.47926 -0.93289 6.34547
H -2.92728 -2.38202 3.29349
H 0.34878 7.09163 1.72748
H -2.98332 4.60470 -4.29752
C -0.84141 3.69539 0.35804
C -0.47450 -0.56075 5.01237
H -0.77543 1.02853 -5.15809
N 1.40980 -0.03226 2.75234
H 4.32796 1.07746 2.11748
H -2.06532 6.57350 1.65151
C -0.56204 -1.53824 4.02185
H -4.04583 1.56551 -1.52996
C -3.08095 1.59124 1.73257
C -5.38940 0.95827 1.51433
N 0.33838 -0.45507 2.01108
H -2.83694 4.40432 0.78673
H -6.16641 0.89628 -0.48237
C -0.59608 -3.25253 5.70950
N -1.52917 -1.43592 0.39160
C 2.40628 0.38544 2.01329
C -0.58031 -1.15805 2.60069
H 1.25649 3.25722 0.07746
C -3.78623 -2.70564 1.34422
C -1.21086 1.72226 -4.45342
C 0.52140 3.98180 0.41161
H -2.22719 1.82087 2.36297
C -2.98909 1.71832 0.34333
H 2.00124 5.43506 0.93938
C -1.07826 1.53306 -3.09374
S 2.48167 0.44028 0.24108
H -0.52331 -2.56326 7.73626
H -0.67044 -3.65245 3.60874
C -1.59721 2.38270 -2.12830
C -0.53422 -2.27625 6.69356
H -2.02607 3.02068 -5.94139
H -0.62199 -4.29856 5.98175
Cl -0.12274 0.06031 -2.65318
C -1.91163 2.84250 -4.88099
H -4.35499 1.14104 3.39020
N 3.50547 0.81757 2.63252
C 0.94478 5.20761 0.89978
C -1.77715 4.62933 0.80769
Sc 0.13051 -0.04802 -0.07812
C -2.44631 3.72980 -3.95853
C -1.68252 -1.63698 1.72363
H 3.55051 0.75355 3.63782
H -0.42594 -0.17597 7.11584
H -4.34253 -2.86707 -0.73391
C -4.28049 1.21629 2.31338
C -3.61299 -2.52270 -0.01572
H -4.67205 -3.19770 1.72299
C 0.01484 6.13783 1.34223
H -2.69274 4.21133 -1.88930
H -0.39927 0.48296 4.73844
P -1.37355 2.13484 -0.34868
C -4.09891 1.45738 -0.45385
C -1.34361 5.84877 1.30058
C -2.28636 3.50421 -2.60244
*
```

Its LUMO energy is -6.8 eV. The calculation puts the HOMO-LUMO gap at 6.979 eV. For the energy, the calculation gives -91849.660 eV. Its energy above the lowest of the compared OMol25 structures with the same formula, charge and spin is 0.0 kJ/mol. As for the maximum force: 0.31 eV Å⁻¹. The HOMO energy comes out at -13.81 eV.

***

Record 2
ORCA calculation (ωB97M-V/def2-TZVPD) on a molecular structure, C25H42CdCl3N4O3Si at a distorted geometry.

ORCA input file:
```
! RIJCOSX wB97M-V def2-TZVPD def2/J DEFGRID3
* xyz -1 1
H -2.31626 -3.50340 3.41445
H -0.12364 -0.25191 1.06886
C -2.75889 -0.18290 -1.29033
H 3.32914 -4.36283 -1.57442
Si 1.21451 -3.48539 -0.53470
H -2.37910 -3.38931 1.62509
C -3.84323 0.31055 -0.55613
H -2.42025 -4.42318 -2.32205
N -3.43910 -1.90599 2.60615
C -5.77740 -3.18974 -2.96030
H -1.14366 0.36721 -2.57536
C -0.96047 2.94529 1.09073
H 1.75681 -3.09744 1.85328
C -3.57764 2.51982 -1.58937
H -5.65191 -3.26424 -4.05175
C -2.30510 -2.81866 2.55396
C 2.95071 -3.37857 -1.25708
H 7.90618 0.44971 -0.46106
H 5.87654 1.36180 -1.26231
C 0.96575 2.85151 -0.87015
H -3.50991 -4.18776 -3.70269
H -1.57711 -1.64466 -2.23834
H 1.70403 2.74649 -1.68412
H -3.93584 3.53556 -1.79299
H -5.13806 2.00905 -0.19271
Cl 0.71571 -1.25051 -0.98109
N 6.26533 1.02265 0.74554
H -1.37406 -2.24894 2.57363
C -2.40629 -1.69320 -1.51549
C -3.44772 -2.53905 -2.27661
N 0.78744 1.76725 -0.10292
C -4.76729 -2.30425 -2.28534
C -2.02298 0.72762 -2.04652
C -3.36145 -0.72945 3.27454
H -5.76921 -4.21780 -2.56691
C 0.28329 4.04511 -0.64167
H -4.66794 -2.64686 1.05578
H -5.01561 -3.30319 2.68228
H 5.55380 2.16433 2.38143
H 0.53539 4.91794 -1.24053
H -1.73844 2.87636 1.84819
C 7.67200 0.68372 0.58455
H -5.48199 -1.61572 2.29362
H 0.33510 -5.42479 -1.73907
H -1.14528 0.57631 2.22599
C -4.72666 -2.39934 2.12772
H -6.79003 -2.79707 -2.80789
O -1.76135 -2.40137 -0.56226
O -2.30501 -0.20263 3.64832
H 2.07178 -4.77340 1.31304
H -5.17529 -1.38118 -1.87150
H -1.22390 5.01374 0.58365
H 4.81301 0.56328 2.19328
H 7.90724 -0.17421 1.23334
C -0.05587 -4.45132 -1.41407
H 0.39008 -4.26665 1.67876
Cl 3.13824 -0.98300 1.52278
H 6.50015 0.69947 2.78619
H -0.39598 -3.89628 -2.29075
C -4.24873 1.65161 -0.72121
H 3.60968 -3.01117 -0.45412
C -2.43797 2.04524 -2.22724
C -0.69053 4.09191 0.36437
H -1.86122 2.69717 -2.88290
N -0.46428 0.61979 1.46212
H 3.03339 -2.67546 -2.10222
H -1.98552 -3.31056 -3.63612
H -4.36766 -0.27801 3.42658
O 4.31435 1.90646 0.00494
C -0.20226 1.77391 0.82130
Cl 3.54355 0.49212 -2.80420
H 8.32199 1.51151 0.91768
C -2.82025 -3.67890 -3.02097
Cd 2.60370 0.23964 -0.54801
C 1.35231 -3.93422 1.26273
H -0.91123 -4.60661 -0.74505
H -4.42651 -0.35709 0.09075
C 5.46920 1.47181 -0.24390
C 5.75532 1.12135 2.10514
*
```

Its LUMO energy is 2.6 eV. The calculation puts the HOMO-LUMO gap at 6.267 eV. For the energy, the calculation gives -88724.125 eV. Its energy above the lowest of the compared OMol25 structures with the same formula, charge and spin is 47.7 kJ/mol. As for the maximum force: 2.65 eV Å⁻¹. The HOMO energy comes out at -3.70 eV.

***

Record 3
ORCA calculation (ωB97M-V/def2-TZVPD) on a molecular structure, C30H42Br2N2P2Pt at a distorted geometry.

ORCA input file:
```
! RIJCOSX wB97M-V def2-TZVPD def2/J DEFGRID3
* xyz 2 3
H 3.75131 5.73764 -0.85371
H -3.54341 -0.02740 4.94707
C 4.30980 3.10093 -1.16840
H -1.48206 0.47182 -0.99479
C 5.18582 4.20588 -1.43386
C 1.88999 1.29722 0.38403
P -1.59998 -1.85313 -1.46127
H -1.81568 0.07442 5.30695
H -3.27839 -0.24419 0.56362
H -3.03024 1.51016 0.20374
H -2.09983 0.07024 -3.98528
H 0.05226 -1.87425 -3.24261
N 1.17765 -2.84125 1.73339
C 3.44116 -3.23167 2.43153
C -5.01900 1.04183 0.96153
C 2.55481 0.08584 -1.67962
C -1.65735 -2.79463 -4.21064
H 2.80902 -1.92425 0.81997
Br 0.02399 -4.58466 -0.57733
H -0.46654 0.36515 -3.33063
C 2.64756 1.15210 -0.78215
H -1.19797 -0.80147 3.05522
H -1.00856 -3.09425 -5.04516
H -0.70304 4.14439 2.66342
C 0.98818 0.29956 0.68662
N 6.85827 6.34247 -1.96838
H 1.54208 -1.82520 -1.96308
H -5.54433 0.19649 1.42418
C 6.48403 3.99347 -1.92548
H -2.89042 -3.85047 -1.61880
H -5.25236 1.94076 1.54901
H -2.88705 -1.37258 2.78287
H -0.83538 1.90558 1.33034
H -4.03623 -2.33059 -3.36913
C -1.61614 3.55650 2.52247
H -2.14142 3.96373 1.65125
H -5.15553 -3.04076 -2.19811
Pt -0.33346 -2.20329 0.34372
H 2.03408 2.16906 1.02376
H -2.36264 -3.61494 -4.03337
H 0.36513 0.30082 1.57455
C -3.17308 -2.80719 -1.39559
C 5.63886 6.56777 -1.50641
C 7.28776 5.10816 -2.17879
C 0.74021 -3.73825 2.64320
H 4.49152 -2.97383 2.30258
C 0.92627 -0.75970 -0.21797
C -3.50164 0.78729 0.89210
C 4.75346 5.52549 -1.22135
H -2.21131 -1.90501 -4.53426
H -2.60562 -1.51203 5.22096
H 3.17608 0.05412 -2.56852
Br 0.99708 -5.84254 4.56271
C 3.01571 -4.16097 3.37848
H -2.25209 3.70328 3.40264
C -0.78420 -2.53611 -2.98851
H -5.43500 1.18403 -0.04400
H -3.48736 -2.79806 -0.33958
C 1.66266 -0.92073 -1.38359
C 1.65013 -4.43723 3.44299
H -0.53166 1.75947 3.09381
H 3.70302 -4.69207 4.02291
C -1.97376 -0.08450 -1.80605
C -2.57246 -0.51325 4.77191
H -4.68262 -1.34131 -2.03563
H 8.29689 4.97116 -2.56068
C -1.53942 0.49659 -3.14547
P -2.72323 1.00388 2.51922
C 3.58215 2.13284 -1.05006
C -2.26274 -0.59475 3.25800
C -4.31574 -2.33994 -2.30785
H -3.05426 0.05721 -1.66228
H -1.73831 1.57649 -3.14168
H 6.85699 2.98958 -2.11739
C -1.26088 2.07309 2.32860
H -0.32612 -3.94103 2.64816
H 5.32965 7.59911 -1.34986
C 2.50103 -2.61537 1.60092
H -0.33612 -3.49279 -2.65110
*
```

Its LUMO energy (alpha / beta) is -6.0 / -9.0 eV. The calculation puts the HOMO-LUMO gap (alpha / beta) at 6.858 / 3.835 eV. For the energy, the calculation gives -196663.856 eV. The expectation value of S² is 2.01. Its energy above the lowest of the compared OMol25 structures with the same formula, charge and spin is 0.0 kJ/mol. As for the maximum force: 3.65 eV Å⁻¹. The HOMO energy (alpha / beta) comes out at -12.82 / -12.82 eV.